# 1
C42H63CrN5O4 | the ωB97M-V functional and the def2-TZVPD basis

```
115
Properties=species:S:1:pos:R:3:mulliken_charge:R:1
Cr -0.05 -0.21 -0.04 0.354
C -1.96 2.37 1.05 -1.538
N -1.43 1.07 1.47 0.948
C -2.55 0.29 2.01 -0.924
C -0.44 1.30 2.56 -1.189
C 0.94 1.59 2.01 -1.282
N 1.56 0.36 1.54 1.504
C 2.72 0.65 0.65 -1.164
C 3.35 -0.58 0.08 -1.145
C 4.69 -0.84 0.37 -0.080
C 5.34 -1.96 -0.13 -0.556
C 4.60 -2.77 -0.99 -0.106
C 3.27 -2.55 -1.34 0.079
C 2.59 -1.47 -0.72 0.740
O 1.30 -1.30 -0.88 -0.274
C 2.65 -3.52 -2.36 2.483
C 1.24 -3.17 -2.84 -1.676
C 2.61 -4.93 -1.76 -1.756
C 3.54 -3.54 -3.62 -1.909
C 6.78 -2.32 0.21 2.019
C 7.63 -2.31 -1.07 -1.636
C 6.83 -3.72 0.83 -1.646
C 7.40 -1.34 1.20 -2.126
C 1.95 -0.53 2.64 -1.707
C 1.03 -1.65 3.10 -1.042
C 1.39 -2.23 4.31 -0.116
C 0.80 -3.38 4.80 -0.723
C -0.17 -3.98 3.99 0.116
C -0.57 -3.45 2.77 -0.151
C -0.01 -2.22 2.33 0.652
O -0.49 -1.62 1.27 0.209
C -1.55 -4.20 1.86 2.824
C -2.00 -5.53 2.48 -2.688
C -0.84 -4.52 0.54 -1.720
C -2.82 -3.39 1.58 -1.348
C 1.22 -3.95 6.15 2.061
C 0.51 -5.26 6.48 -2.113
C 0.88 -2.94 7.26 -1.668
C 2.73 -4.22 6.17 -1.682
H -2.41 2.90 1.90 0.391
H -2.75 2.22 0.31 0.320
H -1.18 3.00 0.62 0.353
H -3.05 0.84 2.82 0.375
H -2.19 -0.67 2.36 0.075
H -3.28 0.11 1.21 0.287
H -0.41 0.40 3.18 0.423
H -0.78 2.13 3.19 0.561
H 1.56 2.09 2.77 0.465
H 0.86 2.28 1.16 0.399
H 3.48 1.23 1.19 0.320
H 2.33 1.29 -0.16 0.470
H 5.21 -0.14 1.01 0.471
H 5.09 -3.63 -1.42 0.305
H 0.50 -3.28 -2.04 -0.038
H 0.98 -3.85 -3.65 0.553
H 1.18 -2.15 -3.21 0.309
H 2.03 -4.93 -0.83 0.241
H 3.60 -5.31 -1.53 0.316
H 2.13 -5.63 -2.46 0.504
H 3.59 -2.54 -4.06 0.386
H 3.12 -4.22 -4.36 0.492
H 4.56 -3.86 -3.41 0.299
H 7.27 -3.04 -1.79 0.293
H 8.67 -2.56 -0.84 0.468
H 7.61 -1.33 -1.54 0.356
H 6.43 -4.48 0.15 0.292
H 6.23 -3.76 1.75 0.357
H 7.85 -4.00 1.08 0.464
H 7.46 -0.33 0.79 0.361
H 8.42 -1.66 1.45 0.432
H 6.83 -1.30 2.13 0.390
H 2.21 0.09 3.51 0.336
H 2.87 -1.02 2.33 0.484
H 2.19 -1.76 4.88 0.529
H -0.62 -4.90 4.32 0.676
H -1.15 -6.20 2.66 0.440
H -2.68 -6.03 1.79 0.477
H -2.53 -5.39 3.42 0.451
H 0.02 -5.16 0.72 0.436
H -0.49 -3.61 0.06 -0.023
H -1.52 -5.04 -0.14 0.493
H -3.31 -3.11 2.52 0.321
H -3.53 -4.00 1.01 0.565
H -2.59 -2.49 1.02 -0.228
H -0.58 -5.14 6.52 0.381
H 0.83 -5.63 7.45 0.433
H 0.73 -6.04 5.74 0.387
H -0.20 -2.73 7.27 0.361
H 1.39 -1.99 7.09 0.309
H 1.17 -3.32 8.24 0.454
H 3.01 -4.90 5.36 0.364
H 3.03 -4.66 7.12 0.455
H 3.30 -3.30 6.03 0.317
O -3.65 7.17 -4.32 -0.547
C -4.67 6.64 -3.52 -0.436
N -4.56 5.20 -3.33 -0.208
C -3.52 4.74 -2.58 0.173
O -2.74 5.47 -2.01 -0.655
C -3.38 3.25 -2.48 0.459
C -4.43 2.35 -2.58 -0.246
C -4.19 0.99 -2.43 -1.006
C -2.90 0.57 -2.18 -0.197
N -1.90 1.45 -2.06 0.114
C -2.11 2.74 -2.22 -0.454
H -2.83 7.13 -3.80 0.361
H -5.61 6.84 -4.03 0.363
H -4.68 7.10 -2.53 0.311
H -4.95 4.60 -4.03 0.281
H -5.44 2.71 -2.75 0.508
H -4.99 0.27 -2.49 0.472
H -2.63 -0.47 -2.05 0.410
H -1.25 3.40 -2.13 0.434
N 0.39 0.79 -3.06 -0.459
C -0.10 0.75 -1.94 -0.096
H -0.14 1.15 -3.85 0.283
```

2S+1 ... 5
Total energy ... -88639.239 eV


# 2
C42H64BrFNO14 | the ωB97M-V functional and the def2-TZVPD basis

```
123
Properties=species:S:1:pos:R:3:mulliken_charge:R:1
C -3.52 -0.20 3.56 -0.984
C -4.62 -1.09 2.82 -0.473
C -4.21 -1.15 1.30 -1.121
C -3.25 -2.39 0.95 1.211
C -3.89 -3.30 -0.22 -1.480
C -1.82 -1.94 0.50 -0.154
C -1.67 -1.13 -0.74 0.634
C -2.86 -0.69 -1.64 -0.270
C -3.16 -1.74 -2.82 -0.544
F -4.56 -1.95 -2.91 -0.330
C -0.33 -0.72 -1.21 -0.317
C 0.83 -1.13 -0.42 -0.076
C 2.30 -0.79 -0.84 -0.640
C 2.69 0.57 -0.10 -0.806
C 0.61 -1.88 0.78 -0.296
N -0.66 -2.26 1.21 -0.009
Br -0.68 -3.24 2.81 0.072
H -3.68 0.85 3.21 0.290
H -2.53 -0.55 3.14 0.159
H -3.57 -0.31 4.67 0.370
H -5.63 -0.59 2.92 0.380
H -4.72 -2.12 3.25 0.059
H -3.68 -0.19 1.04 0.370
H -5.14 -1.21 0.68 0.476
H -3.27 -3.03 1.87 0.748
H -3.10 -3.58 -0.95 0.301
H -4.25 -4.26 0.24 0.048
H -4.78 -2.81 -0.69 0.431
H -3.78 -0.40 -1.09 0.279
H -2.51 0.24 -2.17 -0.275
H -2.85 -1.28 -3.81 0.393
H -2.60 -2.69 -2.65 0.299
H -0.23 -0.11 -2.14 0.334
H 2.99 -1.64 -0.57 0.457
H 2.36 -0.66 -1.96 0.313
H 1.73 1.06 0.24 0.389
H 3.17 1.31 -0.79 0.202
H 3.34 0.40 0.80 0.116
H 1.50 -2.20 1.38 0.350
O -0.05 2.60 -1.24 -0.557
C -0.94 3.04 -1.92 0.522
O -2.24 2.66 -1.78 -0.286
C -3.03 3.29 -2.81 -0.511
C -2.23 4.50 -3.25 -0.266
C -0.80 4.03 -3.05 -0.563
H -3.17 2.57 -3.62 0.247
H -4.00 3.56 -2.41 0.373
H -2.45 4.81 -4.26 0.524
H -2.44 5.34 -2.58 -0.008
H -0.41 3.51 -3.93 0.262
H -0.14 4.85 -2.77 0.345
O 5.37 -0.65 -2.79 -0.629
C 6.18 -0.14 -2.05 0.491
O 5.96 1.02 -1.39 -0.378
C 7.16 1.39 -0.68 0.135
C 7.94 0.11 -0.51 0.241
C 7.56 -0.66 -1.76 -0.571
H 7.70 2.13 -1.27 -0.234
H 6.90 1.84 0.28 0.325
H 9.01 0.28 -0.40 0.398
H 7.59 -0.42 0.37 -0.217
H 8.22 -0.42 -2.61 0.252
H 7.55 -1.73 -1.59 0.327
O 9.96 2.58 -0.97 -0.470
C 10.34 3.58 -1.51 0.459
O 11.64 3.94 -1.60 -0.378
C 11.75 5.24 -2.21 -0.454
C 10.46 5.41 -2.99 -0.573
C 9.47 4.64 -2.15 -0.323
H 11.87 5.98 -1.43 0.260
H 12.63 5.26 -2.86 0.314
H 10.19 6.46 -3.15 0.337
H 10.56 4.94 -3.98 0.275
H 9.03 5.26 -1.37 0.283
H 8.69 4.19 -2.76 0.262
O -6.29 -4.35 2.58 -0.566
C -7.00 -4.70 1.68 0.437
O -7.79 -3.87 0.96 -0.386
C -8.58 -4.63 0.04 -0.485
C -7.84 -5.94 -0.15 -0.608
C -7.18 -6.13 1.21 -0.101
H -9.57 -4.78 0.47 0.282
H -8.68 -4.08 -0.90 0.353
H -8.48 -6.76 -0.45 0.345
H -7.06 -5.82 -0.91 0.248
H -7.84 -6.65 1.91 0.300
H -6.23 -6.64 1.13 0.161
O 6.06 1.09 2.13 -0.563
C 6.33 0.19 2.88 0.461
O 7.25 -0.77 2.60 -0.313
C 7.26 -1.75 3.66 -0.502
C 6.68 -1.03 4.86 -0.535
C 5.70 -0.06 4.23 -0.407
H 6.65 -2.60 3.35 0.271
H 8.28 -2.09 3.83 0.324
H 6.22 -1.71 5.59 0.333
H 7.47 -0.48 5.38 0.278
H 4.72 -0.51 4.08 0.221
H 5.61 0.86 4.80 0.326
O -3.74 6.39 -4.58 -0.541
C -4.21 7.43 -4.19 0.458
O -5.44 7.87 -4.53 -0.350
C -5.65 9.18 -3.99 -0.447
C -4.68 9.30 -2.84 -0.542
C -3.52 8.44 -3.31 -0.301
H -5.46 9.91 -4.78 0.260
H -6.69 9.28 -3.67 0.321
H -4.41 10.32 -2.61 0.331
H -5.12 8.86 -1.94 0.269
H -2.81 9.01 -3.91 0.310
H -3.01 7.95 -2.48 0.218
O -6.64 -8.31 3.65 -0.578
C -5.57 -7.86 3.91 0.590
O -4.55 -7.76 3.00 -0.362
C -3.38 -7.28 3.66 -0.397
C -3.87 -6.57 4.90 -0.206
C -5.11 -7.36 5.26 -0.511
H -2.73 -8.13 3.90 0.301
H -2.84 -6.60 2.99 0.239
H -3.13 -6.53 5.70 0.365
H -4.15 -5.54 4.65 0.007
H -4.88 -8.22 5.90 0.285
H -5.87 -6.74 5.73 0.287
```

2S+1 ... 1
Charge ... +1
Total energy ... -147500.726 eV


2S+1 of number 1 (C42H63CrN5O4)? 5


The lowest total energy belongs to which entry? C42H64BrFNO14


The highest total energy belongs to which entry? C42H63CrN5O4


total energy of number 1 (C42H63CrN5O4)? -88639.239 eV